Molecular formula: C27H42N2O7S
Method: DFT, ωB97M-V with the def2-TZVPD basis set

Properties
E_tot ... -2087.765272 Ha
HOMO energy ... -8.96 eV
Molecular weight ... 538.71 u
Energy above the lowest of the compared OMol25 structures with the same formula, charge and spin ... 319.4 kcal/mol
Orbital gap ... 7.0 eV

Last column: Mulliken charge in e.
Element x y z (Å)
C -2.30906 -2.19438 4.26373  -0.63
C -0.82503 -2.07549 4.15536  -0.24
C 0.17388 -3.35654 3.90815  0.56
O 0.91634 -3.93254 4.85795  -0.52
O 0.26511 -3.91243 2.54625  -0.21
C -0.80343 -4.96258 2.52068  -0.54
C -0.44767 -6.00491 1.27617  -0.63
C -1.35481 -5.67185 -0.06124  -0.28
C -0.28059 -5.40062 -1.28905  -0.78
C 0.20275 -3.83804 -1.14887  -0.29
C 0.12503 -3.06979 -2.60531  -0.68
C -0.01664 -1.44554 -2.24303  0.37
C -1.28987 -0.67661 -2.42790  0.32
C -2.68879 -1.40414 -2.97100  -0.50
C -3.41473 -2.27077 -1.74897  0.13
O -3.92163 -3.50923 -1.98980  -0.53
C -1.20685 0.94373 -2.05462  -0.02
O -2.17694 1.75641 -2.54283  -0.51
C 0.03474 1.58771 -1.14331  0.14
S -0.15512 3.30618 -0.42314  -0.14
C 1.27289 0.79535 -0.91324  -0.27
C 2.58612 1.25359 -0.04643  0.24
C 2.27047 1.68882 1.50940  -0.65
C 3.51898 2.37717 -0.86200  -0.34
C 5.03626 1.71275 -1.08888  -1.02
C 1.32604 -0.70033 -1.65882  0.03
O 2.50024 -1.34794 -1.84840  -0.63
H -2.88759 -2.91517 4.98548  0.29
H -2.95021 -1.45821 3.57867  0.23
H -0.35598 -1.00303 4.28063  0.30
H -0.78033 -5.57683 3.53267  0.36
H -1.85163 -4.44109 2.39191  0.29
H -0.65250 -7.12153 1.56393  0.35
H 0.71323 -5.87886 1.06094  0.30
H -1.98025 -4.70150 0.18437  0.08
H -2.07301 -6.55066 -0.37862  0.34
H 0.68235 -6.07665 -1.17227  0.33
H -0.77637 -5.54899 -2.35397  0.35
H 1.32014 -3.76007 -0.78676  0.31
H -0.49966 -3.21084 -0.41552  0.18
H 1.13472 -3.22515 -3.21630  0.31
H -0.75156 -3.43288 -3.29737  0.28
H -2.47931 -2.15136 -3.85224  0.28
H -3.49076 -0.62115 -3.32073  0.19
H -3.54178 -1.85530 -0.64065  0.30
H -0.96074 3.10194 0.74309  0.16
H 3.28786 0.29036 0.02521  0.39
H 2.93875 1.14758 2.30891  0.20
H 1.12201 1.63999 1.79867  0.22
H 2.55794 2.84534 1.58455  0.05
H 3.63387 3.38100 -0.27126  0.31
H 3.08301 2.51397 -1.94950  0.33
H 5.02505 0.86107 -1.90950  0.29
H 5.29260 1.15725 -0.06570  0.25
H 5.86450 2.52855 -1.27613  0.30
C -6.36862 2.71290 -2.63791  0.06
O -7.50098 3.00501 -2.27383  -0.60
N -5.80804 3.04803 -3.85183  0.16
C -4.45815 2.66432 -4.20937  -0.59
C -6.59347 3.80845 -4.80167  -1.00
H -5.68747 2.13570 -1.99173  0.31
H -3.87361 3.56778 -4.40564  0.33
H -4.49282 2.04677 -5.11148  0.35
H -3.98272 2.09719 -3.40444  0.02
H -6.88280 4.75921 -4.34375  0.30
H -7.49908 3.24537 -5.04629  0.29
H -6.01998 3.99789 -5.71288  0.39
C 4.54295 4.77462 2.62403  0.09
O 4.93278 4.16630 1.63503  -0.58
N 4.88832 4.48658 3.92707  0.14
C 4.38377 5.25535 5.04587  -0.92
C 5.78469 3.37928 4.18726  -0.89
H 3.85790 5.63369 2.53810  0.32
H 5.22924 5.69230 5.58506  0.34
H 3.82902 4.58850 5.71216  0.34
H 3.72130 6.05669 4.70739  0.29
H 6.73176 3.55890 3.66942  0.30
H 5.33814 2.46031 3.79595  0.23
H 5.96586 3.27309 5.26011  0.39

Molecular formula: C27H42N3OSSbSi3V
Method: DFT, ωB97M-V with the def2-TZVPD basis set

Properties
E_tot ... -3744.007207 Ha
Total charge ... +2
2S+1 ... 2
HOMO energy (spin up / spin down) ... -13.98 / -14.00 eV
Molecular weight ... 713.68 u
Orbital gap (spin up / spin down) ... 6.8 / 7.3 eV

Last column: Löwdin spin population.
Element x y z (Å)
V 0.31903 0.53141 0.21212  1.11
C -2.79244 3.82954 -0.65876  0.00
Sb -1.63236 2.17380 -1.32548  0.00
C -1.23741 1.30964 0.85781  -0.10
C -1.31757 2.07526 2.14936  -0.01
C -0.61125 1.67194 3.27829  0.00
C -0.77159 2.39537 4.44933  0.00
C -1.63004 3.48381 4.45785  0.00
C -2.30664 3.79279 3.28905  0.00
N -2.16541 3.10331 2.15861  -0.01
Si -2.73415 -0.03881 0.93729  -0.01
C -2.69365 -0.80046 2.63730  0.00
C -2.66261 -1.28093 -0.46724  0.01
C -4.30160 0.95442 0.72600  -0.01
C 0.21655 3.13114 -2.06028  0.00
C 1.31878 2.14869 -2.13927  0.00
C 2.46075 2.42685 -2.91376  0.00
C 3.46713 1.50861 -3.06800  0.00
C 3.34415 0.25240 -2.46864  0.00
C 2.22708 0.01678 -1.72215  0.00
N 1.24884 0.94338 -1.52696  0.00
Si -0.28217 3.45755 -3.95089  0.00
C -0.28523 1.79207 -4.80656  0.00
C -2.00831 4.18110 -4.06525  0.00
C 0.87766 4.62287 -4.84898  0.00
Si 0.77093 4.73818 -1.13314  0.00
C 2.52143 5.24111 -1.58608  0.00
C -0.34416 6.19107 -1.51833  0.00
C 0.80150 4.37495 0.70449  0.00
H -3.66332 3.42542 -0.15749  0.00
H -3.08708 4.36086 -1.55915  0.00
H -2.25419 4.46641 0.02969  0.00
H 0.03279 0.80512 3.25379  0.00
H -0.24120 2.10791 5.34711  0.00
H -1.78758 4.07324 5.34894  0.00
H -2.99902 4.62615 3.25788  0.00
H -1.76055 -1.29878 2.89561  0.00
H -3.48916 -1.54847 2.67375  0.00
H -2.91684 -0.05331 3.39869  0.00
H -1.71205 -1.75563 -0.70988  0.00
H -3.04020 -0.82919 -1.38658  0.00
H -3.34810 -2.09091 -0.20482  0.00
H -4.34025 1.83829 1.35808  0.00
H -5.11778 0.29121 1.02682  0.00
H -4.49955 1.23590 -0.30871  0.00
H 2.53188 3.38775 -3.39539  0.00
H 4.33676 1.75497 -3.66259  0.00
H 4.08924 -0.51886 -2.59449  0.00
H 2.06900 -0.93707 -1.23363  0.00
H -0.93088 1.06087 -4.31324  0.00
H 0.71007 1.35652 -4.90023  0.00
H -0.67118 1.92416 -5.81914  0.00
H -2.81577 3.51841 -3.74927  0.00
H -2.17733 4.35519 -5.13092  0.00
H -2.11852 5.14308 -3.56668  0.00
H 1.83347 4.17201 -5.11428  0.00
H 1.06948 5.56218 -4.33198  0.00
H 0.38935 4.87932 -5.79226  0.00
H 2.68767 5.48038 -2.63494  0.00
H 3.27733 4.52369 -1.26566  0.00
H 2.70639 6.16087 -1.02337  0.00
H -0.25020 6.50717 -2.55767  0.00
H -0.00231 7.03165 -0.90978  0.00
H -1.39945 6.05158 -1.30420  0.00
H 1.29970 3.42177 0.92317  0.00
H -0.18323 4.34784 1.16534  0.00
H 1.38340 5.14809 1.21016  0.00
O 1.70055 0.77726 1.40693  0.01
N 2.27134 -0.24749 2.08594  0.02
C 3.33969 0.05252 2.85021  0.00
C 3.95199 -0.95294 3.55394  0.00
C 3.44465 -2.24981 3.45715  0.00
C 2.34730 -2.51346 2.66531  0.00
C 1.74421 -1.47801 1.95297  0.01
S 0.36804 -1.66052 0.90054  -0.01
H 3.62495 1.09363 2.84613  0.00
H 4.80967 -0.72240 4.16769  0.00
H 3.91322 -3.05512 4.00545  0.00
H 1.94155 -3.51097 2.57832  0.00

Molecular formula: C27H43BrN2O2P2Pt
Method: DFT, ωB97M-V with the def2-TZVPD basis set

Properties
E_tot ... -4688.893643 Ha
Total charge ... +4
2S+1 ... 5
HOMO energy (spin up / spin down) ... -18.83 / -19.82 eV
Molecular weight ... 764.58 u
Energy above the lowest of the compared OMol25 structures with the same formula, charge and spin ... 15.9 kcal/mol
Orbital gap (spin up / spin down) ... 6.7 / 4.8 eV

Last column: Löwdin spin population.
Element x y z (Å)
C -2.82132 -4.54627 2.59497  0.06
C -1.76421 -3.63766 2.69763  0.01
C -0.42741 -4.11690 2.42924  0.06
C -0.27606 -5.51849 2.31092  0.08
N -1.29899 -6.36562 2.36667  0.72
C -2.54589 -5.92084 2.50650  0.08
C -2.16388 -2.29593 3.04230  0.17
C -2.09803 -1.06721 3.04485  -0.01
C -1.59973 0.29225 3.00804  0.18
C -1.45250 1.14443 1.84129  0.04
C -0.67449 2.40230 1.99936  0.13
C 0.17193 2.51815 3.16514  0.22
C -0.17894 1.81696 4.31428  0.05
C -1.16927 0.79331 4.23445  0.09
Pt 0.35143 1.23699 0.62619  0.97
P -0.42682 -0.76571 -0.79055  0.26
H 0.45413 -3.45867 2.33815  0.01
H -3.84521 -4.16451 2.64633  0.01
H 0.72485 -5.96998 2.17307  0.02
H -3.38246 -6.61634 2.55651  0.02
H -1.54052 0.28893 5.12901  0.00
H -2.29357 1.06221 1.13141  0.00
H 0.22761 2.08044 5.29629  0.00
H -0.88206 3.35421 1.46190  0.01
C -0.47195 -0.21514 -2.57090  0.04
C -0.28399 -1.19975 -3.72732  0.01
H 0.25271 0.60574 -2.64256  0.00
H -1.44168 0.29053 -2.66751  0.00
H -0.27541 -0.64368 -4.67782  0.00
H 0.65499 -1.76172 -3.65617  0.00
H -1.11349 -1.91395 -3.79001  0.00
C 0.68211 -2.23765 -0.80316  0.04
C 0.18289 -3.62572 -1.19407  0.01
H 1.04291 -2.27745 0.22833  0.00
H 1.55420 -1.98091 -1.41269  0.00
H 1.01166 -4.34041 -1.18307  0.00
H -0.57434 -4.03080 -0.52256  0.00
H -0.20961 -3.68097 -2.20777  0.00
C -2.06288 -1.62053 -0.56175  0.03
C -2.78697 -2.25874 -1.74399  0.01
H -2.71629 -0.84224 -0.16143  0.00
H -1.93919 -2.33390 0.26026  0.00
H -3.82147 -2.48891 -1.46369  0.00
H -2.86201 -1.57674 -2.59137  0.00
H -2.34907 -3.19985 -2.08816  0.00
Br 1.73161 3.65222 2.77645  0.18
P 2.40205 1.49386 -0.22094  0.19
C 3.05908 0.47933 -1.56407  0.02
C 4.19575 1.15244 -2.34686  0.01
H 2.21349 0.22273 -2.22316  0.00
H 3.38806 -0.46960 -1.10851  0.00
H 4.57133 0.45801 -3.11297  0.00
H 3.83474 2.05756 -2.85964  0.00
H 5.04323 1.41463 -1.69183  0.00
C 2.24527 3.23358 -0.74268  0.06
C 3.43614 4.11787 -0.42815  0.02
H 1.33079 3.60642 -0.25823  0.01
H 1.99633 3.18405 -1.80985  0.00
H 3.21563 5.13542 -0.76886  0.00
H 3.61270 4.17536 0.65108  0.00
H 4.34172 3.76895 -0.93563  0.00
C 3.41674 1.21170 1.27221  0.05
C 4.92780 1.12123 1.07179  0.02
H 3.02630 0.29223 1.74754  0.01
H 3.19375 2.01243 1.99951  0.00
H 5.40893 1.00575 2.05794  0.00
H 5.15354 0.23264 0.46467  0.00
H 5.33363 2.03286 0.59944  0.00
N -3.57715 4.31536 -2.03717  0.00
C -4.04323 3.08602 -1.35636  0.01
C -2.77543 2.27447 -1.16606  0.00
O -2.95725 1.09820 -0.77591  0.02
O -1.67325 2.85676 -1.46401  0.05
H -3.80319 5.08283 -1.41155  0.00
H -4.04010 4.43037 -2.92425  0.00
H -2.51246 4.19897 -2.00347  0.00
H -4.50537 3.27964 -0.39557  0.00
H -4.75289 2.57245 -1.98146  0.00

Q: The highest E_tot belongs to which entry?
A: C27H42N2O7S